Entry 1:
{"formula": "C4H7NO2", "method": "wB97M-V/def2-TZVPD", "de_lowest_kcal_mol": 121.7, "e_homo_ev": -10.104, "spin_multiplicity": 1, "total_energy_ev": -9842.0016, "largest_force_ev_per_a": 3.90, "symbols": ["C", "C", "H", "H", "O", "H", "H", "H", "H", "N", "C", "H", "O", "C"], "xyz": [[-0.949, 0.297, 0.151], [0.166, -0.368, 0.030], [-0.670, 1.959, -0.989], [-1.672, -0.362, 0.535], [1.861, 1.426, 0.106], [-0.717, 2.351, 0.620], [-2.160, 1.836, -0.204], [1.203, -2.252, 0.342], [-0.592, -2.102, 0.644], [1.741, 0.244, -0.116], [-1.131, 1.755, -0.096], [0.050, -2.375, -0.814], [2.628, -0.555, -0.312], [0.242, -1.855, 0.104]], "mulliken_charge": [-0.0076, 0.4153, 0.3725, 0.3323, -0.5467, 0.3373, 0.4149, 0.4070, 0.3597, 0.8622, -1.3431, 0.2950, -0.5699, -1.3289]}

Entry 2:
{"formula": "C34H58FN2O3", "method": "wB97M-V/def2-TZVPD", "charge": 1, "e_homo_ev": -10.608, "spin_multiplicity": 1, "total_energy_ev": -48031.8597, "largest_force_ev_per_a": 0.40, "symbols": ["N", "H", "H", "H", "H", "H", "C", "N", "H", "H", "H", "H", "C", "C", "O", "C", "C", "H", "H", "C", "H", "C", "O", "C", "C", "C", "H", "H", "H", "H", "H", "H", "H", "H", "C", "H", "H", "H", "C", "C", "H", "H", "C", "H", "C", "H", "H", "C", "C", "H", "C", "H", "H", "H", "H", "H", "H", "H", "C", "H", "H", "O", "C", "H", "C", "H", "H", "C", "C", "C", "H", "H", "C", "C", "H", "H", "H", "H", "C", "H", "H", "H", "C", "H", "H", "H", "H", "C", "C", "C", "H", "F", "C", "H", "C", "H", "C", "H"], "xyz": [[4.199, 1.328, -4.674], [5.189, -1.653, -0.599], [0.880, -3.448, -3.585], [-3.162, 1.993, 1.894], [-1.289, 3.835, 1.915], [-0.856, 2.206, 1.384], [0.001, -1.726, 0.882], [-0.208, -2.842, -1.913], [4.618, -1.009, 1.891], [-2.583, -2.404, 1.842], [3.620, -0.914, -0.977], [2.133, 2.355, 1.236], [-3.500, 1.694, -1.910], [-0.005, -2.835, -3.408], [2.277, -2.548, 0.823], [1.289, -1.948, 0.029], [-2.566, -1.863, 0.893], [-2.102, 0.242, 0.579], [-3.267, 0.309, -3.521], [5.719, 1.668, -3.103], [1.180, -0.392, 2.852], [-1.647, 2.304, 3.376], [-3.225, -0.681, -1.718], [4.441, 1.588, -2.489], [0.840, -1.362, 3.198], [-1.261, -2.261, 0.188], [0.882, -0.885, -3.413], [3.539, -3.441, -0.587], [5.171, 0.271, 0.811], [1.939, 5.393, 1.407], [3.449, 0.085, 1.200], [1.866, -2.454, -1.982], [4.173, -3.164, 1.015], [-0.763, -0.929, -4.107], [0.611, -2.978, 4.955], [1.009, 2.377, 3.223], [0.608, -1.594, -4.998], [6.663, 1.840, -2.614], [4.207, -1.404, -0.198], [0.647, 3.173, 2.569], [-3.415, -2.242, 0.328], [1.631, -0.952, -0.276], [3.565, -2.712, 0.232], [-5.781, 4.410, -1.758], [1.146, -2.802, -1.243], [1.411, -3.833, -1.007], [4.223, 1.692, -1.438], [-0.032, -3.830, 4.074], [-5.732, 2.282, -1.346], [-3.143, -2.694, -1.713], [-5.476, 3.729, -0.965], [-3.431, 1.628, -0.819], [0.768, -3.271, 5.983], [-1.790, 0.581, -2.549], [0.926, 3.337, 0.430], [1.561, -1.070, 5.190], [-6.726, 2.190, -1.782], [3.781, 1.202, -5.577], [1.053, -1.742, 4.511], [-1.672, -0.222, 3.023], [-0.733, -4.136, 2.089], [-4.845, 1.764, -2.323], [-0.235, -3.447, 2.759], [2.449, 1.285, -3.451], [5.536, 1.501, -4.449], [-5.712, 1.642, -0.455], [-1.015, 1.625, 3.955], [2.505, 4.461, 1.357], [-2.887, 1.557, 2.860], [-2.661, 0.042, 2.648], [-1.958, 3.097, 4.058], [-0.611, -3.759, -1.714], [-2.531, -1.853, -2.046], [-1.189, -1.860, -1.304], [3.148, 4.497, 0.478], [-3.727, 1.721, 3.532], [-2.942, 2.576, -2.241], [6.240, 1.505, -5.263], [4.375, -0.449, 0.985], [-0.379, -4.794, 4.419], [-1.208, -3.359, 0.213], [-6.056, 3.973, -0.074], [-2.783, -0.363, 1.183], [3.134, 4.419, 2.248], [-4.429, 3.920, -0.729], [-0.730, -0.871, -1.379], [0.724, 4.108, 3.129], [0.176, -1.466, -4.008], [3.522, 1.378, -3.485], [-2.879, 0.453, -2.507], [-3.790, -0.105, 0.851], [-1.087, -3.508, -3.924], [0.191, -2.204, 2.308], [-0.130, -0.643, 0.947], [1.550, 3.274, 1.326], [-3.376, -0.540, 3.233], [-0.819, 2.902, 2.232], [-2.423, -1.954, -3.125]], "mulliken_charge": [0.0026, 0.5013, 0.6018, 0.1017, 0.3596, -0.0965, 0.9930, 0.4205, 0.3760, 0.8904, -0.1710, -0.4481, 0.1378, -0.0510, -0.5014, 0.3212, -2.8468, -0.6696, 0.4122, -0.8407, 0.5553, -1.0013, -0.1880, 0.0102, -0.0739, -0.6441, 0.2478, 0.3007, 0.4035, 0.3984, -0.0014, 0.4881, 0.5355, 0.1866, -0.6706, 0.4436, 0.4585, 0.4045, 0.2366, -0.8348, 0.3448, 0.3357, -0.7750, 0.3308, -1.4484, 0.1602, 0.6006, -1.0216, -0.1618, 0.4697, -1.0688, -0.4135, 0.4185, 0.2230, 0.2878, 0.4889, 0.3714, 0.1900, -0.9682, -0.1351, 0.4304, -0.4274, -0.4307, 0.5902, -0.4423, 0.1827, 0.3804, -1.5397, -0.7545, -0.1909, 0.4440, 0.5001, -1.6745, 0.5304, 0.3752, 0.4375, 0.3741, 0.4046, -1.0090, 0.4585, 0.8096, 0.3634, 0.3167, 0.3736, 0.2642, 0.3970, 0.3913, -0.8431, -0.9174, -0.2797, 0.6620, -0.3550, 1.0424, -0.3579, 0.4873, 0.5046, -0.0380, 0.5624]}

Entry 3:
{"formula": "C3H8O3", "method": "wB97M-V/def2-TZVPD", "de_lowest_kcal_mol": 91.0, "e_homo_ev": -10.283, "spin_multiplicity": 1, "total_energy_ev": -9379.8577, "largest_force_ev_per_a": 2.83, "symbols": ["H", "H", "O", "H", "C", "O", "H", "O", "H", "H", "C", "H", "H", "C"], "xyz": [[0.472, 2.032, -0.393], [-1.095, 1.852, 0.436], [2.192, -0.331, 0.201], [-2.084, -0.664, 0.573], [-0.115, 1.401, 0.273], [-0.713, 0.032, -1.635], [-1.011, -1.949, 0.040], [1.166, -0.537, -0.759], [-0.616, -1.009, 1.512], [0.407, 1.317, 1.225], [-0.306, 0.033, -0.345], [2.482, -1.232, 0.401], [0.262, 0.027, -2.042], [-1.041, -0.971, 0.512]], "mulliken_charge": [0.3159, 0.3703, -0.3678, 0.3600, -1.3511, -0.6041, 0.3631, -0.3886, 0.3146, 0.3341, 1.3832, 0.3292, 0.4078, -1.4666]}

| no. | gap between HOMO and LUMO (eV) |
| --- | --- |
| 1 | 10.37 |
| 2 | 8.11 |
| 3 | 11.15 |